Formula: C5H15NO2
Source: the Open Molecules 2025 dataset
Level of theory: ωB97M-V/def2-TZVPD

```
23
Properties=species:S:1:pos:R:3:forces:R:3
C 2.70252 -0.32199 1.14620 -6.11 -1.26 -2.31
N 2.02334 -1.42520 0.85918 1.62 3.95 1.30
C 0.56787 -1.27875 0.81821 -0.35 -1.32 3.38
C -0.06913 0.10288 1.07891 0.33 0.75 1.57
C -1.09320 0.58778 -0.01007 0.93 -0.46 0.86
C -2.45474 0.24745 0.55452 -1.99 -1.36 -1.05
H 3.65036 -0.42401 1.38396 4.71 -0.51 0.79
H 2.29349 0.75762 1.08203 0.84 -1.94 0.38
H 0.19090 -1.64784 -0.08635 -0.44 -0.99 -1.24
H 0.27214 -2.12068 1.69920 0.33 2.27 -2.42
H 0.77891 0.84600 1.26341 -1.81 -0.83 -0.35
H -0.62510 0.02543 2.09612 0.94 0.40 -1.66
H -0.89201 0.07369 -0.99330 -0.40 0.81 0.95
H -1.04604 1.67732 -0.10980 0.13 -0.26 -0.30
H -3.23726 0.08362 -0.31545 1.31 0.47 1.92
H -2.32765 -0.73817 1.10106 -0.67 1.05 -0.61
H -2.82491 1.01991 1.28415 0.35 -0.80 -0.78
O 0.22173 -1.52214 -2.73728 0.14 -0.77 0.55
H 0.45346 -2.49195 -2.65073 -0.41 1.93 0.44
H 0.14428 -1.07109 -1.85859 0.40 -1.26 -1.25
O 0.31328 2.37767 -2.15792 -2.09 -3.32 -5.00
H 0.28371 2.06683 -1.33109 -0.21 -1.94 4.76
H 0.67404 3.17563 -2.11638 2.44 5.38 0.08
```
Forces are in eV/Å.

Results
Orbital gap (eV): 10.611
Energy above the lowest of the compared OMol25 structures with the same formula, charge and spin (eV): 3.936
Structure (SMILES): C=NCCCC.O.O
E (eV): -11010.010